1.
{
  "formula": "C37H47Br2F5O6S",
  "method": "ωB97M-V with the def2-TZVPD basis set",
  "lumo_energy_ev": -1.9,
  "smiles": "C#CC1=C(/C(Br)=C(\\C)Br)C(=O)c2c(CCCCCCCCCCCC)cc(S(=O)(=O)C(F)(F)C(F)(F)F)cc2C1=O.C1CCOC1.C1CCOC1",
  "orbital_gap_ha": 0.2704,
  "charge": 0,
  "fmax_ev_per_a": 2.896,
  "total_energy_ha": -7934.89028,
  "symbols": ["C", "C", "C", "C", "C", "Br", "C", "C", "Br", "C", "O", "C", "C", "C", "C", "C", "C", "C", "C", "C", "C", "C", "C", "C", "C", "C", "C", "S", "O", "O", "C", "F", "F", "C", "F", "F", "F", "C", "C", "C", "O", "H", "H", "H", "H", "H", "H", "H", "H", "H", "H", "H", "H", "H", "H", "H", "H", "H", "H", "H", "H", "H", "H", "H", "H", "H", "H", "H", "H", "H", "H", "H", "C", "C", "C", "O", "C", "H", "H", "H", "H", "H", "H", "H", "H", "C", "C", "C", "O", "C", "H", "H", "H", "H", "H", "H", "H", "H"],
  "positions_angstrom": [[2.562, -4.646, 5.631], [2.397, -4.121, 4.582], [2.127, -3.608, 3.293], [2.913, -3.871, 2.235], [4.131, -4.692, 2.308], [4.005, -6.433, 1.585], [5.253, -4.204, 2.838], [5.430, -2.844, 3.424], [6.833, -5.259, 2.897], [2.550, -3.278, 0.911], [2.796, -3.830, -0.127], [1.901, -1.926, 0.989], [2.101, -0.965, -0.013], [2.927, -1.136, -1.262], [2.226, -1.901, -2.411], [0.684, -1.850, -2.394], [0.048, -3.212, -2.035], [-1.062, -3.109, -0.982], [-2.446, -2.798, -1.586], [-3.307, -1.871, -0.709], [-4.529, -2.533, -0.093], [-5.347, -1.509, 0.708], [-6.762, -1.982, 1.061], [-6.954, -2.578, 2.485], [-5.679, -2.986, 3.218], [1.495, 0.278, 0.184], [0.729, 0.561, 1.301], [0.032, 2.157, 1.528], [-0.624, 2.226, 2.798], [1.082, 3.128, 1.366], [-1.153, 2.544, 0.156], [-1.615, 3.766, 0.455], [-0.512, 2.626, -1.013], [-2.391, 1.566, 0.060], [-3.529, 2.256, 0.146], [-2.372, 0.674, 1.054], [-2.366, 0.948, -1.122], [0.512, -0.411, 2.263], [1.106, -1.648, 2.111], [0.927, -2.729, 3.119], [-0.079, -2.872, 3.752], [2.740, -5.178, 6.531], [5.945, -2.202, 2.711], [4.487, -2.378, 3.685], [6.037, -2.895, 4.323], [3.816, -1.704, -0.983], [3.306, -0.170, -1.580], [2.558, -1.441, -3.342], [2.584, -2.920, -2.464], [0.372, -1.635, -3.415], [0.280, -1.046, -1.782], [-0.406, -3.637, -2.929], [0.792, -3.932, -1.709], [-1.149, -4.097, -0.524], [-0.813, -2.401, -0.191], [-3.003, -3.717, -1.759], [-2.277, -2.335, -2.559], [-2.727, -1.419, 0.096], [-3.654, -1.044, -1.331], [-4.247, -3.378, 0.536], [-5.203, -2.897, -0.868], [-5.459, -0.658, 0.031], [-4.789, -1.135, 1.564], [-7.407, -1.107, 1.003], [-7.123, -2.699, 0.327], [-7.559, -1.917, 3.099], [-7.553, -3.483, 2.367], [-5.183, -2.087, 3.587], [-4.963, -3.507, 2.593], [-5.927, -3.554, 4.111], [1.627, 1.051, -0.563], [-0.092, -0.177, 3.130], [-0.430, 3.300, -4.196], [0.533, 4.197, -4.967], [1.300, 3.179, -5.801], [0.396, 2.103, -6.061], [-0.763, 2.238, -5.234], [-1.312, 3.819, -3.824], [0.083, 2.846, -3.347], [-0.026, 4.872, -5.618], [1.182, 4.797, -4.331], [2.159, 2.781, -5.250], [1.656, 3.587, -6.747], [-1.602, 2.550, -5.866], [-1.006, 1.271, -4.791], [3.115, 6.458, -0.325], [2.022, 6.247, 0.718], [2.573, 7.026, 1.902], [3.347, 8.101, 1.359], [3.545, 7.890, -0.040], [2.778, 6.314, -1.352], [3.944, 5.771, -0.139], [1.087, 6.698, 0.373], [1.829, 5.203, 0.949], [3.234, 6.402, 2.514], [1.791, 7.432, 2.544], [2.923, 8.607, -0.588], [4.590, 8.079, -0.289]],
  "mulliken_charge": [0.14, -0.84, 1.06, 0.06, -0.62, -0.07, 0.36, -1.28, -0.15, 0.34, -0.56, 1.11, 0.32, -1.36, -1.05, 0.09, -1.54, 0.06, -1.04, 0.29, -1.02, -0.19, -0.90, -0.42, -1.06, -0.53, -0.60, 1.65, -0.74, -0.77, 0.62, -0.27, -0.15, 0.66, -0.30, -0.26, -0.26, -1.14, 0.65, -0.34, -0.58, 0.48, 0.34, 0.23, 0.43, 0.32, 0.57, 0.51, 0.39, 0.61, -0.18, 0.56, 0.64, 0.48, -0.28, 0.46, 0.48, -0.21, 0.23, 0.20, 0.30, 0.46, 0.10, 0.34, 0.40, 0.33, 0.28, 0.27, 0.20, 0.41, 0.48, 0.66, 0.28, -0.59, -0.45, -0.42, -0.42, 0.45, -0.35, 0.27, 0.27, 0.24, 0.32, 0.28, 0.16, -0.49, 0.13, -0.48, -0.42, -0.46, 0.26, 0.28, 0.22, -0.07, 0.28, 0.29, 0.26, 0.29]
}


2.
{
  "formula": "C37H47Cl2F5I2N3O5RuS2Si",
  "method": "ωB97M-V with the def2-TZVPD basis set",
  "lumo_energy_ev": [-0.1, -1.8],
  "orbital_gap_ha": [0.2814, 0.2366],
  "spin_multiplicity": 6,
  "relative_energy_kcal_mol": 0.74,
  "charge": 0,
  "fmax_ev_per_a": 0.694,
  "total_energy_ha": -5174.59113,
  "s2": 8.766,
  "symbols": ["Ru", "I", "C", "I", "H", "H", "C", "C", "C", "C", "O", "Si", "S", "O", "C", "C", "C", "C", "O", "C", "C", "C", "C", "H", "H", "H", "H", "H", "H", "H", "H", "H", "H", "H", "H", "H", "H", "H", "H", "H", "H", "H", "H", "H", "H", "H", "H", "H", "H", "H", "Cl", "C", "C", "C", "C", "C", "Cl", "C", "N", "C", "C", "C", "C", "C", "C", "C", "C", "O", "O", "H", "H", "H", "H", "H", "H", "H", "H", "H", "H", "F", "C", "C", "C", "F", "C", "F", "C", "F", "C", "F", "C", "N", "C", "C", "N", "C", "S", "H", "H", "H", "H", "H", "H", "H", "H"],
  "positions_angstrom": [[0.877, 0.501, -0.414], [0.770, -1.681, -2.461], [2.215, -0.591, -3.570], [1.906, 1.487, -3.408], [2.138, -0.888, -4.607], [3.174, -0.827, -3.135], [1.928, -4.946, 1.030], [2.596, -3.578, 1.127], [3.200, -3.391, 2.510], [3.643, -3.431, 0.037], [1.641, -2.513, 0.903], [0.040, -2.513, 1.236], [-0.810, -0.613, 0.790], [-0.232, -2.993, 2.767], [-0.680, -2.416, 4.006], [-2.164, -2.096, 3.901], [-0.436, -3.489, 5.055], [0.127, -1.165, 4.319], [-0.645, -3.579, 0.205], [-1.851, -4.359, 0.180], [-1.824, -5.110, -1.140], [-1.876, -5.339, 1.345], [-3.039, -3.407, 0.236], [2.688, -5.723, 1.123], [1.423, -5.064, 0.070], [1.198, -5.090, 1.830], [3.957, -4.155, 2.701], [2.424, -3.471, 3.273], [3.669, -2.413, 2.588], [4.473, -4.117, 0.216], [4.029, -2.409, 0.020], [3.211, -3.657, -0.941], [-2.733, -2.999, 3.670], [-2.352, -1.354, 3.122], [-2.529, -1.697, 4.849], [-0.959, -4.408, 4.785], [-0.795, -3.158, 6.031], [0.630, -3.709, 5.132], [-0.039, -0.388, 3.569], [1.194, -1.393, 4.345], [-0.167, -0.776, 5.297], [-0.974, -5.795, -1.170], [-1.731, -4.408, -1.971], [-2.741, -5.686, -1.274], [-1.024, -6.019, 1.290], [-2.793, -5.932, 1.308], [-1.836, -4.816, 2.299], [-2.983, -2.678, -0.575], [-3.051, -2.858, 1.181], [-3.978, -3.959, 0.148], [-0.266, 3.585, -5.998], [-1.430, 2.298, -6.060], [-1.027, 1.107, -6.641], [-1.919, 0.062, -6.798], [-3.224, 0.224, -6.362], [-3.605, 1.410, -5.768], [-5.254, 1.557, -5.217], [-2.730, 2.495, -5.584], [-3.189, 3.673, -5.018], [-2.473, 4.468, -4.056], [-2.200, 5.791, -4.371], [-1.588, 6.626, -3.451], [-1.240, 6.120, -2.205], [-1.529, 4.803, -1.887], [-2.153, 3.956, -2.804], [-2.550, 2.549, -2.420], [-1.731, 2.003, -1.277], [-2.087, 2.242, -0.117], [-0.686, 1.368, -1.647], [-0.008, 1.025, -6.993], [-1.605, -0.864, -7.261], [-3.953, -0.568, -6.468], [-4.185, 3.668, -4.863], [-2.468, 6.147, -5.357], [-1.373, 7.655, -3.709], [-0.747, 6.752, -1.476], [-1.276, 4.416, -0.907], [-2.475, 1.875, -3.272], [-3.590, 2.556, -2.082], [4.396, 0.312, -1.737], [4.251, 0.653, -0.432], [3.035, 0.555, 0.209], [3.108, 0.832, 1.564], [1.989, 0.792, 2.330], [4.250, 1.218, 2.235], [4.229, 1.500, 3.546], [5.435, 1.320, 1.532], [6.566, 1.675, 2.147], [5.435, 1.026, 0.184], [6.583, 1.078, -0.503], [1.924, 4.857, 2.894], [0.740, 4.030, 2.868], [-0.080, 3.844, 4.059], [-1.159, 2.856, 3.580], [-0.644, 2.428, 2.281], [0.377, 3.191, 1.883], [1.144, 3.102, 0.372], [2.638, 4.483, 3.633], [1.659, 5.883, 3.149], [2.390, 4.842, 1.913], [-0.492, 4.797, 4.392], [0.526, 3.433, 4.870], [-2.136, 3.326, 3.471], [-1.259, 2.007, 4.255], [-1.247, 2.027, 1.549]],
  "mulliken_charge": [1.58, 0.04, -0.90, 0.12, 0.64, 0.42, -1.44, 1.65, -1.21, -1.49, -0.11, -1.69, -0.76, 0.63, 2.00, -1.54, -1.78, -1.26, 0.37, 1.74, -1.81, -1.34, -1.37, 0.59, 0.21, 0.08, 0.47, -0.04, 0.26, 0.44, 0.13, 0.32, 0.30, 0.16, 0.55, 0.34, 0.40, 0.35, -0.09, 0.26, 0.65, 0.37, 0.33, 0.42, 0.28, 0.51, 0.07, 0.24, 0.16, 0.52, -0.17, 1.06, -0.76, -0.47, -0.75, 1.01, -0.26, -1.10, -0.13, -0.53, -0.47, -0.56, -0.81, -0.63, 0.97, 0.01, -0.07, -0.72, -0.42, 0.48, 0.40, 0.43, 0.35, 0.46, 0.39, 0.45, 0.55, -0.10, 0.33, -0.41, 0.48, -0.67, 1.00, -0.17, -0.19, -0.38, 0.82, -0.34, -0.01, -0.32, -0.97, 0.19, -0.62, -0.56, 0.75, 0.10, -0.59, 0.31, 0.33, 0.31, 0.36, 0.34, 0.32, 0.24, 0.00]
}


3.
{
  "formula": "C37H47IN8O3S2",
  "method": "ωB97M-V with the def2-TZVPD basis set",
  "lumo_energy_ev": -1.4,
  "smiles": "CCN(CC)C(=S)SCCCc1c(I)c(C[C@@H](O)CN)c2c(c1-c1cccnc1)C(=O)N(CN)C2=O.c1cc[nH]c1.c1cc[nH]c1.c1cc[nH]c1",
  "orbital_gap_ha": 0.2523,
  "charge": 0,
  "fmax_ev_per_a": 9.098,
  "total_energy_ha": -3195.08501,
  "symbols": ["C", "C", "N", "C", "C", "C", "S", "S", "C", "C", "C", "C", "C", "I", "C", "C", "C", "O", "C", "N", "C", "C", "C", "C", "C", "C", "C", "N", "C", "C", "O", "N", "C", "N", "C", "O", "H", "H", "H", "H", "H", "H", "H", "H", "H", "H", "H", "H", "H", "H", "H", "H", "H", "H", "H", "H", "H", "H", "H", "H", "H", "H", "H", "H", "H", "H", "H", "H", "C", "C", "C", "N", "C", "H", "H", "H", "H", "H", "C", "C", "C", "N", "C", "H", "H", "H", "H", "H", "C", "C", "C", "N", "C", "H", "H", "H", "H", "H"],
  "positions_angstrom": [[2.303, 0.435, 5.098], [3.605, 0.440, 4.048], [3.188, -0.420, 2.876], [4.313, -1.275, 2.339], [3.665, -2.795, 2.108], [2.470, 0.362, 1.801], [0.739, 0.376, 1.915], [3.249, 1.337, 0.405], [3.857, 0.235, -0.984], [2.857, -1.004, -1.376], [1.769, -0.650, -2.563], [0.385, -0.019, -1.913], [-0.045, 1.575, -2.180], [1.202, 2.942, -3.427], [-1.439, 2.220, -1.519], [-1.909, 3.786, -1.716], [-1.421, 4.794, -0.501], [-1.924, 4.418, 0.833], [0.202, 5.008, -0.412], [0.657, 5.512, 0.973], [-2.361, 1.180, -0.650], [-1.954, -0.390, -0.411], [-0.568, -1.026, -1.013], [-0.219, -2.608, -0.678], [0.088, -3.648, -1.892], [0.408, -5.126, -1.294], [0.338, -5.379, 0.288], [0.058, -4.467, 1.432], [-0.181, -3.123, 0.839], [-3.177, -1.024, 0.477], [-3.206, -2.052, 1.342], [-4.326, -0.075, 0.083], [-5.669, -0.338, 0.727], [-5.783, 0.089, 2.174], [-3.782, 1.349, 0.148], [-4.305, 2.438, 0.746], [1.830, 1.499, 5.233], [1.438, -0.256, 4.652], [2.646, 0.000, 6.141], [3.793, 1.569, 3.747], [4.510, 0.033, 4.669], [4.854, -0.854, 1.391], [5.146, -1.419, 3.174], [4.491, -3.644, 2.143], [3.108, -2.823, 1.077], [2.843, -2.997, 2.947], [4.014, 0.894, -1.938], [4.921, -0.221, -0.698], [3.552, -1.866, -1.820], [2.321, -1.475, -0.447], [2.296, 0.076, -3.322], [1.573, -1.657, -3.163], [-1.655, 4.225, -2.796], [-3.100, 3.783, -1.666], [-1.905, 5.852, -0.752], [-2.050, 5.299, 1.323], [0.775, 3.991, -0.573], [0.491, 5.836, -1.216], [0.672, 4.631, 1.551], [-0.040, 6.195, 1.345], [0.100, -3.380, -3.031], [0.689, -6.009, -2.025], [0.551, -6.506, 0.629], [-0.382, -2.275, 1.659], [-6.473, 0.238, 0.059], [-5.913, -1.487, 0.571], [-6.261, -0.693, 2.716], [-4.858, 0.263, 2.625], [-5.552, 4.384, -6.139], [-6.072, 5.320, -5.215], [-5.760, 4.868, -3.952], [-5.073, 3.689, -4.083], [-4.936, 3.389, -5.413], [-5.617, 4.431, -7.219], [-6.616, 6.227, -5.445], [-5.968, 5.283, -2.975], [-4.721, 3.129, -3.317], [-4.416, 2.495, -5.728], [-1.834, -4.439, -7.177], [-3.115, -3.837, -7.142], [-3.270, -3.272, -5.896], [-2.129, -3.516, -5.176], [-1.246, -4.222, -5.950], [-1.389, -4.971, -8.007], [-3.845, -3.817, -7.941], [-4.092, -2.720, -5.461], [-1.965, -3.220, -4.222], [-0.278, -4.510, -5.563], [6.328, -1.697, 9.115], [5.505, -2.465, 8.256], [5.496, -1.840, 7.029], [6.280, -0.719, 7.119], [6.796, -0.627, 8.385], [6.555, -1.902, 10.153], [4.978, -3.376, 8.506], [4.998, -2.096, 6.103], [6.451, -0.063, 6.368], [7.449, 0.192, 8.658]],
  "mulliken_charge": [-0.73, 0.15, 0.27, -0.26, -0.74, -0.44, -0.09, -0.06, -0.77, 0.34, -0.71, 0.68, -1.50, 0.04, 1.01, -0.85, 0.03, -0.52, 0.08, -0.66, 0.16, -0.14, 0.77, 0.17, -0.06, -0.65, -0.23, -0.52, -0.03, 0.15, -0.57, 0.17, -0.38, -0.54, 0.14, -0.54, 0.21, 0.15, 0.29, 0.30, -0.20, 0.10, 0.34, 0.37, 0.04, 0.22, 0.38, 0.36, 0.37, -0.47, 0.40, 0.05, 0.41, 0.04, 0.27, 0.36, -0.16, 0.23, 0.31, 0.24, 0.30, 0.28, 0.29, 0.20, 0.25, 0.32, 0.27, 0.26, -0.41, -0.47, -0.38, 0.08, -0.47, 0.38, 0.38, 0.36, 0.17, 0.38, -0.56, -0.42, -0.50, 0.12, -0.27, 0.37, 0.38, 0.37, 0.16, 0.36, -0.40, -0.57, -0.30, 0.03, -0.51, 0.38, 0.39, 0.43, 0.20, 0.37]
}